19
Properties=species:S:1:pos:R:3 method="wB97M-V/def2-TZVPD" multiplicity=1 e_homo_ev=-12.4 de_lowest_ev=3.9947 charge=+1 homo_lumo_gap_ev=8.7 lumo_ev=-3.66
C -0.536 -0.461 -1.347
H 1.701 -1.183 2.155
H -1.122 -0.264 2.342
H 2.239 1.002 0.977
H 1.448 1.963 -0.064
H -0.323 -1.301 -0.704
C 0.069 0.483 0.632
N -1.654 -0.734 -2.311
H -1.402 -0.495 -3.281
C -0.913 0.777 -0.362
H 0.547 -0.348 -1.793
N 1.464 0.978 0.236
H 1.789 0.613 -0.724
H -1.967 -1.641 -2.542
C -0.181 -0.160 1.847
H 0.560 -0.991 3.377
N 0.924 -0.551 2.592
H -0.682 1.536 -1.073
H -1.962 0.780 0.043